(1)
136
Properties=species:S:1:pos:R:3 method="wB97M-V/def2-TZVPD" charge=+1 total_energy_ha=-3096.74432 fmax_ha_per_bohr=0.1208 homo_ev=-10.39
C 7.2227 3.8814 1.5596
C 8.5632 3.5254 0.7153
C 8.2738 2.4852 -0.4679
C 7.7994 1.0354 0.0621
C 6.9446 0.3724 -1.1465
C 6.2104 -0.9709 -0.6672
C 4.6783 -0.8805 -1.1939
C 4.0097 -2.2988 -0.8457
C 2.3881 -2.2408 -0.8065
C 1.9128 -3.7678 -0.5009
C 0.4723 -3.6551 0.2146
C -0.6079 -3.3570 -0.9327
C -2.0488 -3.8436 -0.3910
C -2.5415 -2.7198 0.6469
C -4.1302 -2.7626 0.8327
C -4.5580 -1.3792 1.5827
C -5.4459 -0.5691 0.5328
C -5.6958 0.9818 0.9564
N -4.6902 1.7943 0.2342
N -3.4054 1.3493 0.0286
C -2.6216 2.2860 -0.7163
P -0.8232 2.1896 -1.3093
N -0.7826 2.0211 -2.9169
N -3.4257 3.4437 -1.0339
C -4.6643 3.0657 -0.3902
N -5.6803 3.9414 -0.4377
C -7.0250 3.8295 0.1653
O -7.8479 4.9910 -0.0414
C -9.1195 4.6473 -0.5323
F -9.7860 3.7019 0.2770
F -9.8945 5.8237 -0.4599
F -9.1113 4.2708 -1.8867
H 6.3431 3.7705 0.8301
H 7.2597 4.9574 1.9208
H 7.0766 3.1230 2.3953
H 8.9491 4.4819 0.2356
H 9.3453 3.1723 1.4615
H 7.3828 2.8864 -1.0779
H 9.1796 2.3840 -1.1550
H 8.6759 0.3628 0.3578
H 7.0849 1.1282 0.9650
H 6.1313 1.1300 -1.4486
H 7.6137 0.1588 -2.0616
H 6.2557 -1.0666 0.4726
H 6.7607 -1.8613 -1.1381
H 4.1919 -0.0100 -0.6397
H 4.7072 -0.7369 -2.3270
H 4.3198 -2.6445 0.2016
H 4.2760 -3.0943 -1.6128
H 1.9756 -1.9069 -1.8168
H 2.0086 -1.5531 0.0322
H 2.6949 -4.3096 0.1220
H 1.7365 -4.2800 -1.5014
H 0.1735 -4.6284 0.7226
H 0.5187 -2.8299 1.0057
H -0.6564 -2.2225 -1.1135
H -0.3373 -3.8645 -1.9244
H -2.7858 -3.9386 -1.2703
H -1.9869 -4.8352 0.2052
H -2.0573 -2.8385 1.6820
H -2.2978 -1.6922 0.1856
H -4.5756 -2.7399 -0.2296
H -4.5289 -3.6882 1.3530
H -3.6237 -0.8407 1.9426
H -5.2045 -1.7178 2.4704
H -6.4754 -1.0757 0.5033
H -5.0033 -0.5849 -0.5179
H -5.4785 1.0878 2.0816
H -6.7779 1.1927 0.7044
H -2.9597 0.4785 0.3358
H -0.1171 1.0768 -0.7096
H -0.1485 3.4064 -0.9861
H -0.2834 1.1468 -3.1580
H -5.4966 4.8130 -0.9671
H -7.5405 2.9113 -0.3005
H -6.9009 3.5679 1.2762
C -3.7057 -6.2066 3.9414
C -3.6220 -6.7523 2.5387
O -2.7688 -6.3819 1.7426
N -4.5418 -7.6891 2.1737
C -5.6132 -8.2412 2.9757
H -2.9156 -5.4728 4.0937
H -4.6699 -5.7171 4.0943
H -3.5747 -7.0142 4.6642
H -4.4306 -8.0129 1.2234
H -5.4726 -9.3220 3.0417
H -6.5611 -8.0329 2.4750
H -5.6377 -7.8213 3.9784
C 8.2857 -3.8969 -3.3333
C 9.0103 -2.5966 -3.0966
O 8.4367 -1.5164 -3.1145
N 10.3511 -2.6592 -2.8569
C 11.1884 -3.8383 -2.7988
H 7.2297 -3.6975 -3.5101
H 8.6970 -4.3984 -4.2116
H 8.3765 -4.5397 -2.4553
H 10.7754 -1.7550 -2.7068
H 11.6509 -3.8845 -1.8106
H 11.9695 -3.7442 -3.5563
H 10.6271 -4.7529 -2.9748
C -4.7273 8.3602 1.5905
C -3.4434 7.9408 2.2602
O -2.6675 8.7460 2.7445
N -3.1665 6.6022 2.3105
C -3.9625 5.5128 1.7936
H -4.8168 9.4446 1.6233
H -4.7241 8.0428 0.5454
H -5.5811 7.9245 2.1143
H -2.2933 6.3894 2.7714
H -4.2123 4.8498 2.6268
H -3.3626 4.9641 1.0639
H -4.8797 5.8554 1.3201
C -6.7387 0.9878 -4.5051
C -5.7788 0.2044 -3.6476
O -6.1086 -0.2797 -2.5682
N -4.5088 0.0451 -4.1122
C -3.9467 0.5420 -5.3515
H -7.7097 1.0353 -4.0143
H -6.3687 2.0057 -4.6445
H -6.8613 0.4962 -5.4719
H -3.9173 -0.4888 -3.4915
H -3.5911 -0.3099 -5.9344
H -3.1013 1.1901 -5.1106
H -4.6710 1.1010 -5.9391
C 3.5357 2.3822 2.3702
C 4.3569 1.1769 2.7518
O 5.1910 0.6919 2.0018
N 4.1388 0.6316 3.9830
C 3.2005 1.0691 4.9941
H 3.8136 2.7088 1.3690
H 2.4739 2.1254 2.3711
H 3.7263 3.1997 3.0684
H 4.7204 -0.1714 4.1757
H 3.7588 1.3139 5.9000
H 2.5144 0.2462 5.2070
H 2.6295 1.9395 4.6792



(2)
157
Properties=species:S:1:pos:R:3 method="wB97M-V/def2-TZVPD" total_energy_ha=-4258.15428 fmax_ha_per_bohr=0.0754 homo_ev=-8.15
C 7.7276 -3.4632 -0.4417
C 8.0640 -2.6044 -1.7420
C 8.7787 -1.2261 -1.3132
C 8.0329 -0.0780 -2.1220
C 6.6113 0.2771 -1.4840
C 5.7981 1.0776 -2.5751
C 4.2303 1.0074 -2.4192
C 3.5922 1.6433 -3.7416
C 2.0975 1.1476 -3.8703
C 1.0467 2.0690 -3.1140
C 0.3533 1.3290 -1.8993
C -0.2097 0.0196 -2.1827
C -0.8839 -0.7691 -1.0971
C -1.4386 -2.1801 -1.4858
C -0.2580 -2.9378 -2.2661
C -0.1722 -4.4801 -1.9506
C -1.0955 -5.3989 -2.8587
S -2.3295 -4.4679 -3.8695
C -3.9022 -5.3131 -3.5920
N -4.6826 -6.0638 -4.3914
N -5.7584 -6.3899 -3.5990
C -5.5997 -5.8308 -2.3896
O -4.4065 -5.1295 -2.3141
C -0.9469 -0.1821 0.2217
C -0.3769 1.1675 0.5356
N -0.4814 1.6140 1.8491
C 0.0764 2.8299 2.0188
C 0.6867 3.6171 0.9145
C 1.2708 5.0305 1.2964
C 1.9813 5.6486 0.0280
O 1.8387 6.8154 -0.3012
N 0.8038 3.2245 -0.3759
C 0.2646 1.9495 -0.5276
H 6.6437 -3.4338 -0.1569
H 8.3367 -3.0766 0.4131
H 8.0199 -4.5312 -0.6539
H 8.6769 -3.1560 -2.4976
H 7.0902 -2.3262 -2.2414
H 8.6560 -0.9970 -0.2186
H 9.8667 -1.2135 -1.6089
H 7.8587 -0.4777 -3.1669
H 8.6526 0.8542 -2.2600
H 6.8332 0.9354 -0.6011
H 6.1108 -0.6662 -1.1399
H 6.0835 2.1648 -2.5879
H 6.0651 0.6353 -3.5822
H 3.8881 -0.0652 -2.3564
H 3.8427 1.5087 -1.4859
H 4.1786 1.1798 -4.5918
H 3.7242 2.7543 -3.7909
H 1.8200 1.0757 -4.9640
H 2.0824 0.0799 -3.5010
H 1.5343 2.9988 -2.7053
H 0.2344 2.3877 -3.8319
H -0.1115 -0.4072 -3.2064
H -1.8427 -2.7691 -0.6253
H -2.2443 -2.0087 -2.2543
H 0.6964 -2.4818 -1.8623
H -0.2780 -2.6846 -3.3571
H -0.3609 -4.7450 -0.8771
H 0.8933 -4.7972 -2.1605
H -1.6875 -6.0982 -2.1967
H -0.4891 -6.0500 -3.5388
H -6.2573 -5.8369 -1.4976
H -1.4287 -0.7674 1.0527
H 0.0624 3.2825 3.0359
H 0.4774 5.7425 1.6382
H 2.0933 4.9135 2.0646
H 2.6570 5.0214 -0.6341
N -2.8347 0.0205 -7.1988
C -1.9537 -0.9743 -6.8966
N -2.4404 -2.2303 -7.0556
O -0.8138 -0.7487 -6.5117
H -3.7724 -0.1430 -7.5151
H -2.5122 0.9662 -7.0936
H -1.8200 -2.9912 -6.8418
H -3.3749 -2.4353 -7.3707
N -3.4068 5.4799 3.3130
C -2.0968 5.6961 3.5743
N -1.8040 6.9272 4.0740
O -1.2343 4.8445 3.3727
H -4.1263 6.1605 3.4685
H -3.6615 4.5780 2.9389
H -0.8394 7.1225 4.2783
H -2.4906 7.6390 4.2443
N -5.6150 2.0708 0.4609
C -5.8386 3.3273 0.9195
N -6.7171 4.0557 0.1796
O -5.2935 3.7726 1.9205
H -6.0541 1.6879 -0.3582
H -4.9711 1.5009 0.9813
H -6.9090 4.9929 0.4871
H -7.1744 3.7089 -0.6435
N -0.8971 -0.8397 4.2951
C -0.4498 -2.1094 4.4593
N 0.2068 -2.6215 3.3849
O -0.6251 -2.7423 5.4926
H -0.7643 -0.2998 3.4523
H -1.3886 -0.4236 5.0686
H 0.5548 -3.5608 3.4655
H 0.3594 -2.1155 2.5303
N -8.5909 -0.6274 1.3571
C -8.9375 0.3483 0.4734
N -9.9188 1.1844 0.9063
O -8.4085 0.4636 -0.6215
H -9.0130 -0.7383 2.2599
H -7.8687 -1.2663 1.0739
H -10.2034 1.9188 0.2822
H -10.3646 1.1063 1.8012
N 12.1739 -5.0867 -1.4746
C 12.0230 -3.7612 -1.1976
N 13.0192 -2.9610 -1.6707
O 11.0709 -3.3252 -0.5752
H 12.9492 -5.4659 -1.9850
H 11.4581 -5.7084 -1.1413
H 12.9423 -1.9762 -1.4855
H 13.8108 -3.2993 -2.1849
N -0.4795 8.0954 1.4231
C -0.6422 9.4001 1.7613
N 0.3256 10.2344 1.2907
O -1.5831 9.7965 2.4360
H 0.2892 7.7503 0.8695
H -1.1753 7.4477 1.7530
H 0.2415 11.2091 1.5196
H 1.1042 9.9284 0.7364
N -5.8904 -1.6319 6.0188
C -4.5759 -1.8678 6.2914
N -3.7633 -1.9076 5.2033
O -4.1621 -2.0302 7.4270
H -6.2522 -1.4951 5.0941
H -6.5211 -1.5952 6.8005
H -2.7817 -2.0817 5.3702
H -4.0821 -1.7763 4.2619
N 3.7180 1.6860 5.0237
C 2.5347 1.1210 4.6512
N 1.7180 0.7724 5.6807
O 2.2314 0.9413 3.4828
H 3.9863 1.8421 5.9771
H 4.3479 1.9562 4.2889
H 0.8353 0.3507 5.4428
H 1.9471 0.9106 6.6473
N -5.4170 -5.0718 -9.6496
C -5.6025 -3.8118 -9.1774
N -6.4740 -3.0532 -9.8952
O -5.0297 -3.3930 -8.1828
H -5.8763 -5.4365 -10.4629
H -4.7794 -5.6619 -9.1431
H -6.6365 -2.1148 -9.5749
H -6.9541 -3.3781 -10.7134
N -2.1861 -2.6271 9.7080
C -1.8169 -1.9147 10.8029
N -0.9353 -2.5510 11.6304
O -2.2372 -0.7921 11.0341
H -1.8494 -3.5492 9.5044
H -2.8360 -2.1938 9.0699
H -0.6386 -2.0548 12.4519
H -0.5765 -3.4716 11.4613



(3)
137
Properties=species:S:1:pos:R:3 method="wB97M-V/def2-TZVPD" relative_energy_ev=22.731 total_energy_ha=-3631.94622 fmax_ha_per_bohr=0.2495 homo_ev=-7.88
C 16.0642 37.1554 24.7619
C 17.4030 37.6614 24.2470
N 17.2055 38.5111 23.0279
C 17.0003 37.6326 21.8858
C 16.4689 38.3882 20.6506
C 18.3511 39.3933 22.8701
C 18.3109 40.6360 23.8331
H 16.2449 36.4423 25.5662
H 15.5171 36.5541 24.0358
H 15.3700 37.9256 25.0982
H 17.8645 38.2564 25.0351
H 17.9992 36.7944 23.9624
H 17.8487 37.0010 21.6224
H 16.2426 36.8920 22.1414
H 16.2638 37.7029 19.8282
H 15.5223 38.8916 20.8472
H 17.1162 39.1802 20.2741
H 18.5051 39.7821 21.8634
H 19.2963 38.8893 23.0719
H 19.2579 41.1733 23.8844
H 17.9616 40.3668 24.8299
H 17.5482 41.3108 23.4446
C 14.5536 34.0752 20.4254
C 15.4205 34.9065 21.3511
N 16.2713 34.1135 22.2666
C 15.5214 33.7401 23.5372
C 14.2349 32.9832 23.4340
C 17.4073 34.8981 22.7182
C 18.5194 35.0523 21.7028
H 13.7552 33.4640 20.8461
H 15.1611 33.3575 19.8742
H 14.0442 34.7311 19.7194
H 16.0954 35.3921 20.6463
H 14.8501 35.6918 21.8472
H 16.1931 33.2428 24.2369
H 15.2677 34.7262 23.9262
H 14.3714 32.2057 22.6823
H 14.0632 32.4573 24.3732
H 13.4276 33.6558 23.1444
H 17.8011 34.3903 23.5986
H 17.0613 35.8739 23.0591
H 19.4086 35.5228 22.1225
H 18.2233 35.6481 20.8394
H 18.8870 34.0890 21.3493
C 10.9684 30.4141 18.5872
C 10.8442 31.7564 19.2529
N 11.9512 31.9170 20.2026
C 11.7854 31.1480 21.4655
C 12.8379 31.5375 22.4626
C 13.3530 31.9300 19.6621
C 13.5407 33.0389 18.5599
H 10.7305 29.6093 19.2827
H 11.9186 30.1589 18.1182
H 10.1926 30.3411 17.8250
H 10.8612 32.5466 18.5023
H 9.9355 31.8975 19.8381
H 10.8039 31.3936 21.8711
H 11.7358 30.0746 21.2825
H 12.9379 32.6229 22.4524
H 12.7803 31.0585 23.4400
H 13.8048 31.0944 22.2242
H 13.6540 30.9285 19.3546
H 13.9827 32.2319 20.4991
H 13.0298 32.7187 17.6518
H 14.5855 33.2903 18.3773
H 13.1401 34.0069 18.8609
C 16.8094 35.2868 19.0362
C 16.9677 35.7368 17.5672
N 16.5789 34.6943 16.5973
C 15.1753 34.2280 16.7872
C 14.1272 35.2885 16.4002
C 17.5294 33.5649 16.5780
C 18.9618 34.0507 16.3807
H 17.0850 36.0196 19.7945
H 17.4347 34.4158 19.2324
H 15.7784 35.0521 19.3010
H 16.3900 36.6556 17.4658
H 17.9368 36.1734 17.3259
H 14.9936 33.8340 17.7871
H 14.9667 33.3134 16.2321
H 13.1343 34.8656 16.5537
H 14.3000 35.4284 15.3332
H 14.2681 36.1926 16.9925
H 17.4685 32.9048 17.4433
H 17.3110 32.9208 15.7262
H 19.3696 34.2162 17.3779
H 19.5450 33.3785 15.7512
H 18.9701 35.0408 15.9250
C 14.3568 37.8804 22.2889
C 13.2720 38.3689 23.2943
N 11.9841 38.7609 22.6145
C 12.2316 40.0169 21.8938
C 11.1684 40.2307 20.8492
C 11.0218 39.0010 23.6265
C 10.6550 37.6646 24.3044
H 13.9408 37.0195 21.7657
H 15.2752 37.6132 22.8117
H 14.6820 38.6032 21.5406
H 13.1111 37.5243 23.9644
H 13.6240 39.2396 23.8476
H 12.3095 40.8546 22.5868
H 13.1910 39.9922 21.3771
H 11.5008 41.0662 20.2332
H 11.0636 39.3042 20.2846
H 10.1859 40.4935 21.2413
H 10.1003 39.3828 23.1870
H 11.4119 39.7288 24.3380
H 11.3815 37.3408 25.0496
H 10.4285 36.8647 23.5994
H 9.7236 37.8226 24.8481
C 15.3595 39.1042 16.1848
C 15.2641 39.1935 14.7053
N 14.0369 38.5679 14.1055
C 13.9822 37.1451 14.4241
C 12.6157 36.5220 14.2375
C 13.9921 38.7607 12.6449
C 13.6344 40.1725 12.2945
H 14.4236 39.2294 16.7292
H 16.0368 39.9106 16.4663
H 15.8604 38.1614 16.4044
H 15.3184 40.2731 14.5652
H 16.1866 38.7572 14.3221
H 14.6741 36.5751 13.8041
H 14.3368 36.8728 15.4182
H 12.1476 36.7603 13.2825
H 12.8425 35.4581 14.1687
H 12.0126 36.7673 15.1117
H 13.2170 38.1372 12.1993
H 14.9201 38.3974 12.2034
H 14.4105 40.8391 12.6705
H 12.6941 40.4648 12.7620
H 13.4777 40.3047 11.2240
C 13.5490 37.1424 18.7380
Cl 13.0008 35.4197 18.9572
Cl 13.1991 37.7663 17.1293
Cl 12.6955 38.1508 19.8993
Cl 15.2982 37.4148 19.0582